Density functional theory data (ωB97M-V/def2-TZVPD) for a structure of composition C36H64N11SiV at a distorted geometry.

Properties
**Net charge**: +2
**ΔE to the lowest compared entry with this formula, charge and spin**: 0.00 kcal/mol
**HOMO level (alpha / beta)**: -12.45 / -12.17 eV
**2S+1**: 3
**Electronic energy**: -3245.5078 Ha
**⟨S²⟩**: 2.047
**Frontier orbital gap (alpha / beta)**: 7.34 / 7.77 eV

The geometry in XYZ format:
```
113
Properties=species:S:1:pos:R:3:forces:R:3
V -0.2746 0.7448 -0.4677 1.1 0.2 0.5
C 0.3199 0.9999 3.3044 0.0 0.0 0.1
N 1.6272 0.4474 3.0217 0.0 0.0 -0.2
C 2.7215 1.0010 3.8031 0.0 0.0 0.0
C 1.8258 -0.5154 2.0809 0.0 0.0 0.2
N 1.0984 -0.5784 0.9883 -0.4 -0.1 -0.2
C 1.0498 -1.8866 0.3272 0.0 0.0 0.2
C -0.3764 -2.1652 -0.0758 -0.1 0.1 -0.1
N -0.9257 -1.1245 -0.9799 -0.5 -0.4 -0.3
C -2.4027 -1.0597 -0.8028 0.1 0.2 0.2
C -2.7724 -0.3364 0.4946 0.2 0.1 -0.1
N -1.8756 0.8205 0.7610 -0.6 -0.2 0.2
C -2.3957 1.8093 1.4899 0.2 -0.3 -0.3
N -1.6965 2.9336 1.7375 0.1 0.3 -0.1
C -0.4724 3.3114 1.0557 -0.3 0.0 -0.2
C -2.1219 3.9075 2.7447 0.0 -0.1 0.0
N -3.6508 1.7314 2.0245 -0.1 0.0 0.1
C -4.6350 2.7813 1.7935 0.0 0.0 0.1
C -4.0195 0.6600 2.9409 0.0 0.1 0.0
C -0.5562 -1.3082 -2.4081 0.1 0.1 0.1
C 0.8549 -0.8220 -2.7010 0.0 0.3 0.3
N 1.1184 0.4641 -1.9913 0.1 -0.1 -0.4
C 2.1869 1.1599 -2.4079 -0.3 -0.3 0.1
N 2.8127 2.0217 -1.5846 0.2 0.1 0.1
C 3.5555 3.1765 -2.0847 -0.1 0.0 0.0
C 2.7848 1.9289 -0.1377 0.0 0.0 -0.1
N 2.7235 1.0123 -3.6503 0.0 0.0 -0.1
C 4.1663 0.9820 -3.8716 -0.1 0.0 0.0
C 1.9156 1.0398 -4.8642 0.1 -0.1 0.0
N 2.8304 -1.4038 2.3466 0.1 0.1 0.0
C 3.7796 -1.8073 1.3224 0.0 0.0 0.1
C 3.0774 -1.9132 3.6879 0.0 0.0 -0.1
H 0.0795 0.8521 4.3605 0.0 0.0 0.0
H -0.4293 0.4973 2.7050 0.0 0.0 0.0
H 0.3060 2.0729 3.1095 0.0 0.0 0.0
H 2.6908 2.0910 3.7414 0.0 0.0 0.0
H 3.6760 0.6630 3.4103 0.0 0.0 0.0
H 2.6526 0.7214 4.8570 0.0 0.0 0.0
H 1.3428 -2.7002 0.9946 0.1 0.1 0.1
H 1.7290 -1.9242 -0.5230 0.0 0.0 0.0
H -0.9734 -2.1394 0.8347 0.0 -0.1 0.0
H -0.4895 -3.1525 -0.5335 0.0 0.0 -0.1
H -2.8330 -2.0647 -0.7759 0.0 0.0 -0.1
H -2.8183 -0.5327 -1.6571 0.0 0.0 0.0
H -2.7200 -1.0237 1.3376 0.0 -0.1 0.0
H -3.8076 -0.0051 0.3981 0.0 0.0 0.0
H 0.0739 2.4428 0.6870 0.2 0.0 0.1
H 0.1988 3.7875 1.7687 0.0 0.0 0.0
H -0.6461 3.9946 0.2232 0.0 0.0 0.0
H -2.7704 3.4342 3.4740 0.0 0.0 0.0
H -2.6375 4.7568 2.2958 0.0 0.0 0.0
H -1.2328 4.2728 3.2570 0.0 0.0 0.0
H -4.2718 3.4717 1.0354 0.0 0.0 0.0
H -4.8730 3.3329 2.7063 0.0 0.0 0.0
H -5.5547 2.3286 1.4196 0.0 0.0 0.0
H -3.1659 0.0152 3.1384 0.0 0.0 0.0
H -4.8426 0.0577 2.5495 0.0 0.0 0.0
H -4.3375 1.0982 3.8904 0.0 0.0 0.0
H -1.2546 -0.7147 -2.9987 0.0 0.0 0.0
H -0.6568 -2.3551 -2.7055 -0.1 0.0 0.0
H 0.9255 -0.7462 -3.7784 0.0 0.1 -0.1
H 1.6010 -1.5579 -2.4012 0.0 0.0 0.0
H 3.3496 3.3327 -3.1372 0.0 0.0 0.0
H 4.6293 3.0505 -1.9356 0.0 0.0 0.0
H 3.2251 4.0616 -1.5407 0.0 0.0 0.0
H 3.8042 2.0103 0.2462 0.0 0.0 0.0
H 2.3682 0.9773 0.1769 0.0 0.0 -0.1
H 2.2121 2.7545 0.2918 0.0 0.0 0.0
H 4.6892 0.8712 -2.9257 0.0 0.0 0.0
H 4.5250 1.8801 -4.3782 0.0 0.0 0.0
H 4.4017 0.1207 -4.4973 0.0 0.0 0.0
H 0.8680 1.1903 -4.6232 0.0 0.0 0.0
H 2.0245 0.1170 -5.4377 0.0 0.0 0.0
H 2.2443 1.8701 -5.4939 0.0 0.0 0.0
H 3.5962 -1.2546 0.4043 0.0 0.0 0.0
H 3.7250 -2.8770 1.1081 0.0 0.0 0.0
H 4.7943 -1.5813 1.6580 0.0 0.0 0.0
H 2.2598 -1.6360 4.3474 0.0 0.0 0.0
H 4.0161 -1.5393 4.1033 0.0 0.0 0.0
H 3.1339 -3.0021 3.6519 0.0 0.0 0.0
C -3.5942 -4.6826 3.5678 0.0 0.0 0.0
C -2.4237 -4.1247 4.3824 0.1 0.3 -0.2
C -1.8498 -2.9090 3.7682 -0.1 -0.3 0.2
N -1.4079 -1.9638 3.2851 0.0 0.0 0.0
H -3.9998 -5.5601 4.0668 0.0 0.0 0.0
H -3.2691 -4.9772 2.5711 0.0 0.0 0.0
H -4.3918 -3.9475 3.4716 0.0 0.0 0.0
H -1.6233 -4.8583 4.4737 0.0 0.0 0.0
H -2.7403 -3.8656 5.3924 0.0 0.0 0.0
C 0.2995 6.3983 -3.2533 0.0 0.0 0.0
C -0.8332 6.3814 -2.4510 0.0 0.0 0.0
C -1.3888 5.1700 -2.0591 0.1 0.0 0.0
C -0.8224 3.9462 -2.4392 0.1 0.1 0.0
C 0.3205 3.9928 -3.2448 0.0 0.1 0.0
C 0.8705 5.2000 -3.6589 0.0 0.0 0.0
Si -1.6592 2.3499 -1.9006 -0.2 0.1 -0.1
C -2.5619 1.6213 -3.3753 -0.1 0.0 -0.2
C -2.0118 1.6374 -4.6612 0.0 -0.1 0.0
C -2.6850 1.0844 -5.7437 0.0 0.0 0.1
C -3.9319 0.5024 -5.5608 0.0 0.0 0.0
C -4.5117 0.4992 -4.2989 0.1 0.0 0.0
C -3.8325 1.0568 -3.2222 0.0 0.0 -0.1
H 0.7283 7.3403 -3.5695 0.0 0.0 0.0
H -1.2949 7.3120 -2.1469 0.0 0.0 0.0
H -2.2961 5.1769 -1.4639 0.0 0.0 0.0
H 0.7777 3.0695 -3.5813 0.0 0.0 0.0
H 1.7373 5.2119 -4.3096 0.0 0.0 0.0
H -2.7664 2.8766 -1.0417 0.0 0.0 0.1
H -1.0566 2.1223 -4.8327 0.0 0.0 0.0
H -2.2452 1.1209 -6.7325 0.0 0.0 0.0
H -4.4614 0.0761 -6.4029 0.0 0.0 0.0
H -5.4981 0.0757 -4.1582 0.0 0.0 0.0
H -4.3185 1.0783 -2.2502 0.0 0.0 0.0
```
Positions in Å, forces in eV/Å.

---

Density functional theory data (ωB97M-V/def2-TZVPD) for a cluster of 3 separate species, C36H65FN7O5S in total at a distorted geometry.

Properties
**Net charge**: +1
**HOMO level (alpha / beta)**: -9.93 / -10.73 eV
**2S+1**: 3
**Electronic energy**: -2667.8867 Ha
**⟨S²⟩**: 2.008
**Frontier orbital gap (alpha / beta)**: 7.67 / 8.46 eV

The geometry in XYZ format:
```
115
Properties=species:S:1:pos:R:3:forces:R:3
C 0.0371 -0.8601 -0.0657 1.0 -0.8 -0.1
C -1.1030 -1.3465 -0.9335 -1.1 1.3 0.5
O -2.2440 -1.0682 -0.6070 0.6 -0.9 -0.1
N -0.9474 -2.0995 -2.1711 1.5 -0.1 0.6
C 0.1489 -1.6302 -3.0397 0.3 0.9 -1.6
C 1.6223 -1.6564 -2.6648 0.2 -0.2 0.6
O -0.1697 -1.1634 -4.1100 0.0 -0.6 1.1
C -0.8870 -3.5433 -1.9087 -0.8 1.5 -0.4
O 0.1389 -3.7716 -0.9568 -0.8 -0.7 0.0
C -0.0025 -4.7995 -0.0342 0.3 -1.4 0.7
F 0.6298 -4.3363 1.1095 -0.1 0.5 -0.2
C 0.7250 -6.1255 -0.3784 0.3 0.1 -0.5
C 1.3615 -6.2358 -1.7773 1.3 -1.5 -1.0
N 0.3827 -6.3061 -2.8782 -0.5 1.1 0.5
N 2.0889 -7.5421 -1.7461 -0.9 0.0 0.5
N 2.4126 -5.2457 -2.0193 -0.6 0.1 0.1
C -1.4483 -5.1063 0.4284 -0.5 0.0 0.6
N -2.5079 -4.1341 -0.0268 1.4 -1.0 -0.3
C -3.8327 -4.6792 0.3983 -1.4 0.4 0.4
C -5.0374 -3.8269 0.0418 0.4 0.1 0.4
C -5.7206 -3.2556 1.0919 0.3 0.0 1.0
C -6.8476 -2.5011 0.8863 -0.6 0.3 0.5
C -7.3333 -2.2906 -0.3815 -0.4 0.3 0.3
C -6.6663 -2.8455 -1.4529 -0.5 0.4 -1.1
C -7.1798 -2.6679 -2.8712 0.1 -0.7 0.5
C -5.5410 -3.5974 -1.2282 0.8 -0.6 -0.6
C -2.3298 -3.9465 -1.4997 -1.1 -0.6 -0.8
S -2.7550 -5.4380 -2.4954 0.5 -0.4 0.1
H 0.4660 0.0961 -0.3851 -0.4 0.0 0.0
H 0.8701 -1.5730 -0.0804 -0.2 0.1 -0.1
H -0.2548 -0.7876 0.9836 -0.4 0.3 -0.3
H 1.8505 -0.8622 -1.9439 -0.2 -0.1 -0.1
H 2.2503 -1.4600 -3.5345 -0.4 -0.1 -0.1
H 1.9498 -2.5845 -2.1834 -0.2 0.1 0.0
H -0.6961 -3.9888 -2.8906 0.3 -0.3 0.4
H 1.5452 -6.2743 0.3293 -0.1 0.3 -0.1
H 0.0816 -7.0044 -0.2512 -0.2 0.3 0.0
H 0.2374 -7.2549 -3.1895 0.0 0.1 0.0
H 0.6415 -5.7239 -3.6633 0.1 -0.2 -0.1
H 2.2920 -7.8170 -2.7053 0.2 0.3 0.0
H 1.3877 -8.2255 -1.4568 0.4 -0.2 0.2
H 2.1696 -4.6308 -2.7858 0.1 0.1 0.1
H 3.2588 -5.7463 -2.2619 0.0 0.1 0.1
H -1.4671 -5.0932 1.5236 0.2 0.1 -0.2
H -1.8029 -6.0991 0.1548 0.2 0.2 -0.4
H -2.3175 -3.2339 0.4310 -0.4 0.1 -0.1
H -3.9908 -5.7051 0.0578 0.7 0.2 -0.3
H -3.7982 -4.7439 1.4913 0.2 0.1 -0.2
H -5.4086 -3.3950 2.1250 0.2 -0.1 -0.2
H -7.3687 -2.0996 1.7497 0.0 0.0 -0.1
H -8.2443 -1.7142 -0.5078 0.1 0.0 -0.2
H -6.5325 -3.2377 -3.5451 -0.1 0.4 -0.1
H -7.2386 -1.6187 -3.1623 0.0 -0.1 0.0
H -8.1654 -3.1434 -2.9377 0.0 0.3 -0.1
H -5.0630 -4.0234 -2.1055 0.0 0.1 0.1
H -3.0012 -3.1510 -1.8217 0.2 0.0 0.3
H -4.0273 -5.7373 -2.1520 0.2 0.6 0.1
C 4.8730 -0.0191 3.7236 0.0 0.0 0.2
C 4.0869 0.6079 2.5441 1.4 -1.2 0.7
C 4.9281 1.7079 1.8850 -0.2 0.5 -0.1
C 5.0139 2.9909 2.7062 0.0 0.0 0.1
C 3.6214 3.4806 3.0927 0.3 -0.1 -0.6
C 2.7807 2.4060 3.7882 0.1 0.6 2.0
N 2.7682 1.1182 3.0288 0.1 1.6 -2.2
O 1.9796 1.2576 2.0057 -0.5 -0.6 0.3
C 3.3141 2.1809 5.2167 0.3 -0.2 0.1
C 1.3642 2.9452 3.9947 -0.4 -0.3 -0.5
C 3.9136 -0.5318 1.5383 -0.7 0.1 -0.3
H 5.5881 0.6696 4.1710 -0.1 0.0 0.1
H 4.1998 -0.3847 4.4999 0.0 0.1 0.0
H 5.4516 -0.8819 3.3933 0.0 0.1 -0.2
H 4.5046 1.9544 0.9052 -0.1 -0.1 0.1
H 5.9353 1.3299 1.6935 -0.1 -0.2 0.1
H 5.6286 2.8380 3.5976 0.0 0.0 0.0
H 5.5192 3.7611 2.1204 0.0 0.0 0.0
H 3.7107 4.3541 3.7419 -0.1 -0.1 0.1
H 3.1088 3.8246 2.1875 -0.1 -0.1 0.0
H 2.7912 1.3555 5.7035 0.0 0.0 0.0
H 3.1534 3.0718 5.8241 -0.1 0.0 -0.1
H 4.3818 1.9801 5.2604 0.0 -0.1 0.0
H 0.8985 3.2625 3.0623 0.0 -0.1 0.0
H 1.3875 3.8142 4.6515 0.2 0.0 0.0
H 0.7233 2.1931 4.4611 0.0 0.0 0.0
H 3.3067 -1.3385 1.9577 0.0 0.0 0.0
H 4.8857 -0.9459 1.2727 0.1 0.1 0.2
H 3.4486 -0.2009 0.6087 -0.1 0.1 0.1
C -0.6846 4.5100 -2.4715 -0.1 0.1 -0.1
C -0.0329 4.5624 -1.0654 -1.0 -1.0 -1.5
C -1.1232 4.6803 0.0058 0.0 0.4 0.4
C -1.7595 6.0662 0.0815 0.0 0.0 0.0
C -0.6891 7.1468 0.2191 -0.2 -0.5 0.3
C 0.3876 7.0646 -0.8665 -0.5 1.5 -1.2
N 0.9460 5.6871 -1.0024 -0.2 -0.2 2.7
O 1.7572 5.4713 -0.0072 0.5 0.0 -0.6
C -0.2013 7.5402 -2.2092 -0.2 -0.2 -0.2
C 1.4850 8.0833 -0.5547 0.5 -0.3 0.3
C 0.6586 3.2107 -0.9009 0.7 0.0 0.4
H -1.6480 5.0170 -2.5132 0.1 0.1 0.0
H -0.0271 4.9363 -3.2298 0.0 0.1 0.1
H -0.8726 3.4805 -2.7775 0.0 0.0 0.2
H -0.6987 4.4416 0.9872 0.2 0.0 -0.1
H -1.8985 3.9322 -0.1788 0.1 -0.1 -0.1
H -2.3830 6.2535 -0.7970 0.0 0.0 0.0
H -2.4310 6.1087 0.9419 0.0 0.0 0.0
H -1.1612 8.1313 0.1946 0.1 0.1 -0.1
H -0.2262 7.0548 1.2072 0.1 -0.1 -0.1
H 0.5169 7.4048 -3.0197 0.0 0.0 0.0
H -0.4417 8.6026 -2.1609 0.1 0.0 0.1
H -1.1258 7.0387 -2.4863 0.1 -0.1 0.0
H 1.9187 7.9404 0.4337 0.0 -0.1 0.0
H 1.0758 9.0931 -0.5809 -0.2 -0.1 -0.1
H 2.2880 8.0310 -1.2928 0.0 0.0 0.0
H 1.4571 3.0837 -1.6365 0.0 0.1 0.0
H -0.0579 2.3995 -1.0418 -0.2 0.2 -0.1
H 1.0862 3.0780 0.0935 0.1 0.1 0.0
```
Positions in Å, forces in eV/Å.

---

> Which value of 2S+1 does entry 2 give?

3

---

> What is the electronic energy in the first record?

-3245.5078 Ha

---

> The lowest ⟨S²⟩ belongs to which entry?

C36H65FN7O5S

---

> Which formula does entry 2 have?

C36H65FN7O5S